Computed, not measured: a molecular structure, C35H49N5OsP, with ωB97M-V with the def2-TZVPD basis set.

Properties
Kohn-Sham gap (spin up / spin down) (Eh): 0.2094 / 0.2093
Calculated total energy (eV): -56273.6032
M (g/mol): 761.0
Total charge: +3
Energy relative to the best compared isomer or geometry (same formula, charge and spin) (kJ/mol): 0.00

```
91
C35H49N5OsP ωB97M-V with the def2-TZVPD basis set
Os -0.56 -0.36 -1.25
P -0.44 2.03 -1.59
N -2.04 -1.62 -1.78
N -0.44 -0.83 0.60
N 1.89 -1.06 0.69
N -3.30 -3.26 -2.43
N 0.67 -0.87 2.64
C -2.60 3.94 -1.66
C 0.03 3.88 0.56
C -2.32 -2.00 1.66
C 4.53 -1.78 0.10
C 0.23 -1.93 5.21
C 0.53 4.29 -2.91
C 1.74 -0.69 3.59
C 1.22 -1.03 -1.69
C 1.98 2.47 -0.24
C -3.55 -1.91 2.32
C 0.71 -0.89 1.32
C 3.50 -1.61 -0.98
C 3.67 -0.35 5.53
C -0.89 -3.61 -2.90
C -2.91 1.75 -2.79
C 0.46 2.54 -0.05
C 2.90 0.00 3.28
C 2.86 -1.71 -3.33
C -2.26 0.45 1.65
C -4.15 -2.34 -1.85
C 1.52 2.11 -3.68
C 3.80 -1.84 -2.30
C -1.70 -0.79 1.33
C 2.49 -1.02 5.83
C -4.13 -0.70 2.63
C -3.49 0.49 2.30
C -3.37 -1.32 -1.44
C 1.59 -1.30 -3.02
C -2.04 -2.83 -2.38
C 3.88 0.16 4.26
C -1.72 -3.34 1.34
C 0.28 2.78 -3.11
C 1.50 -1.20 4.87
C -2.24 2.45 -1.60
C 2.17 -1.23 -0.67
H 5.51 -1.94 -0.34
H 2.31 1.53 -0.69
H 2.46 2.58 0.73
H 0.58 4.01 1.49
H -3.93 1.45 2.56
H -2.73 2.30 -3.71
H 1.51 4.46 -2.47
H -5.08 -0.67 3.15
H 4.43 -0.23 6.29
H -2.34 4.37 -2.63
H -3.64 -0.42 -0.92
H 2.33 3.28 -0.87
H -2.57 0.72 -2.97
H 1.76 2.57 -4.64
H 2.67 -1.22 1.32
H 4.31 -2.64 0.74
H -4.05 -2.83 2.59
H -2.15 4.54 -0.88
H 0.52 4.77 -3.89
H 0.26 4.72 -0.09
H 3.14 -1.92 -4.35
H -0.95 -3.28 0.56
H 2.34 -1.41 6.82
H -0.25 -0.93 3.05
H -3.68 4.03 -1.55
H -0.54 2.66 -3.84
H -1.03 3.90 0.81
H -0.65 -1.28 5.10
H -1.73 1.36 1.42
H 0.18 1.76 0.67
H -0.21 4.79 -2.30
H -0.94 -4.63 -2.52
H -0.92 -3.65 -3.99
H -1.26 -3.78 2.23
H 4.78 0.71 4.03
H -3.58 -4.13 -2.85
H 3.05 0.48 2.32
H 0.24 -2.26 6.24
H -2.61 2.03 -0.66
H 4.81 -2.16 -2.56
H 1.38 1.05 -3.86
H -3.99 1.71 -2.64
H 0.85 -1.20 -3.82
H 0.06 -3.17 -2.59
H -5.21 -2.48 -1.80
H 0.09 -2.81 4.58
H 2.39 2.24 -3.03
H -2.49 -4.03 1.02
H 4.62 -0.89 0.73
```

=====

Computed, not measured: a molecular structure, C35H50BBaN7P2 at a distorted geometry, with ωB97M-V with the def2-TZVPD basis set.

Properties
Kohn-Sham gap (spin up / spin down) (Eh): 0.2565 / 0.2573
Calculated total energy (eV): -67488.0593
M (g/mol): 778.9

```
96
C35H50BBaN7P2 ωB97M-V with the def2-TZVPD basis set
Ba 0.18 -0.02 -1.43
P 2.53 -0.58 0.87
P -2.11 -1.26 0.51
N -0.96 0.66 -4.89
N 0.09 0.77 0.99
N 0.66 2.48 -2.90
N -1.39 0.17 -3.72
N 1.89 -0.22 -3.57
N 1.52 0.10 -4.80
N 0.70 2.56 -4.28
C 3.00 -0.94 -3.64
C -5.00 3.21 0.09
C 4.81 0.84 1.84
C -1.64 -1.73 2.25
C 1.74 -0.19 2.47
C -2.92 -0.31 -5.25
C -2.47 3.35 0.54
C 3.02 2.18 0.50
C 2.41 -0.45 -5.68
C 3.76 0.81 0.68
C -2.33 0.55 0.66
C 0.11 0.51 4.67
C 0.52 0.55 2.26
C -3.46 -3.33 -0.41
C 1.26 -0.25 4.88
C 0.84 3.72 -2.48
C -3.82 -1.92 0.14
C -1.14 1.34 0.81
C -3.57 1.20 0.45
C 1.00 4.62 -3.56
C 4.54 -2.22 -0.09
C 1.56 -0.72 6.24
C -3.65 2.60 0.41
C 3.65 -1.99 1.13
C -1.87 0.36 -5.83
C -1.06 -3.13 2.51
C 0.98 3.81 -4.68
C 3.39 -1.15 -4.97
C 2.79 -3.27 1.41
C -1.27 2.73 0.75
C -4.89 -1.90 1.26
C -2.68 -1.32 3.28
C 2.04 -0.59 3.74
C -2.56 -0.40 -3.91
C -0.19 0.97 3.39
B 0.45 1.24 -5.10
H 2.55 2.26 -0.48
H -2.23 -1.03 4.26
H -4.96 -2.87 1.67
H 0.83 -0.24 6.90
H -4.31 -3.98 -0.48
H -3.00 -3.23 -1.36
H 0.67 3.98 -1.46
H 1.11 5.69 -3.50
H 4.22 -1.72 -5.31
H 2.52 -0.39 6.59
H 2.26 -0.20 -6.71
H 5.48 1.65 1.66
H 4.33 -1.91 2.01
H 2.94 -1.11 3.89
H 3.96 -2.69 -0.94
H 2.24 2.36 1.19
H 5.07 -1.29 -0.33
H 1.94 -3.33 0.71
H -1.06 1.59 3.18
H 2.31 -3.25 2.46
H -3.06 -0.83 -3.06
H -0.38 3.31 0.96
H -3.16 -0.41 2.96
H 5.28 -3.04 0.26
H 3.44 -1.22 -2.70
H -4.09 -1.30 -0.72
H 3.34 -4.20 1.22
H -1.73 0.69 -6.82
H 0.56 1.57 -6.30
H 5.35 -0.11 1.90
H -0.25 -3.38 1.78
H -1.84 -3.88 2.45
H 4.29 1.02 2.79
H -2.52 4.43 0.41
H 1.06 4.17 -5.73
H -5.58 2.60 -0.60
H 4.22 0.53 -0.31
H -0.83 -0.99 2.37
H -3.78 -0.69 -5.74
H -3.34 -2.16 3.44
H 3.75 2.93 0.64
H -5.89 -1.69 0.80
H -0.67 -3.13 3.55
H -4.46 0.62 0.30
H -4.89 4.17 -0.42
H 1.43 -1.81 6.32
H -5.57 3.37 1.00
H -4.73 -1.14 1.98
H -2.70 -3.87 0.23
H -0.54 0.76 5.52
```

=====

Computed, not measured: a molecular structure, C35H51BiClNO8Sb, with ωB97M-V with the def2-TZVPD basis set.

Properties
Kohn-Sham gap (spin up / spin down) (Eh): 0.2566 / 0.2565
Calculated total energy (eV): -79884.4454
M (g/mol): 980.0
Total charge: -1
Energy relative to the best compared isomer or geometry (same formula, charge and spin) (kJ/mol): 26.21

```
98
C35H51BiClNO8Sb ωB97M-V with the def2-TZVPD basis set
Bi -1.61 1.33 0.94
Sb 1.82 -0.06 -0.57
Cl -4.38 4.16 2.06
O -3.22 4.62 2.82
O 0.29 4.04 -1.11
O -1.93 0.01 -2.73
O -1.51 -2.48 -1.37
O -4.22 0.76 -0.93
O -5.55 4.85 2.52
O -4.53 2.74 2.25
O -4.16 4.44 0.66
N -0.98 5.16 0.38
C 1.75 -1.08 -5.41
C 1.37 -3.16 -0.12
C -5.31 0.44 -0.09
C 1.45 0.44 -3.55
C 1.44 0.18 -4.92
C 1.39 -4.35 0.59
C 6.80 0.07 -0.63
C 1.86 -4.36 1.89
C 4.70 1.21 -0.21
C 4.72 -1.08 -0.93
C -3.14 -0.37 4.41
C -4.35 0.24 -2.23
C -2.16 -2.45 -2.61
C -3.14 0.69 -3.03
C 2.31 -3.18 2.47
C 2.11 -1.84 -3.17
C 1.79 -0.59 -2.66
C -1.74 -1.21 -3.39
C 1.08 1.82 -3.06
C 2.79 -0.73 2.44
C -1.40 -2.06 3.78
C 0.67 3.57 1.20
C -0.20 2.70 2.13
C -2.00 -0.23 2.23
C 1.86 -1.98 0.43
C -0.73 0.27 4.36
C -2.15 -3.36 -0.47
C 2.31 -1.99 1.76
C 2.09 -2.10 -4.54
C 6.09 1.21 -0.26
C -0.03 4.27 0.05
C 3.98 2.45 0.24
C 6.11 -1.08 -0.97
C -1.80 -0.58 3.68
C 4.00 0.05 -0.56
H -0.86 3.29 2.76
H 2.40 -2.64 -2.51
H 2.08 0.09 2.31
H -2.15 -2.70 3.32
H -3.24 -2.48 -2.47
H 3.37 2.88 -0.56
H -2.96 1.74 -2.78
H 1.19 4.33 1.79
H -0.45 -2.24 3.28
H -3.35 0.61 -4.10
H -2.70 -0.91 1.75
H -1.29 -2.36 4.83
H 4.19 -1.99 -1.20
H -3.21 -3.08 -0.35
H 0.87 2.49 -3.90
H 0.19 1.80 -2.43
H -3.03 -0.57 5.48
H -5.26 0.65 -2.71
H 1.87 2.27 -2.47
H 0.94 -3.15 -1.11
H 1.73 -1.26 -6.48
H 2.34 -3.08 -4.91
H 0.22 0.19 3.82
H -3.90 -1.04 4.01
H -2.28 -1.22 -4.35
H -5.17 0.98 0.84
H -6.26 0.74 -0.55
H -1.65 -3.27 0.48
H -2.10 -4.40 -0.83
H -5.35 -0.64 0.11
H 3.75 -0.41 2.02
H 7.88 0.09 -0.66
H 2.92 -0.90 3.51
H 3.30 2.23 1.07
H 4.68 3.22 0.57
H 6.65 -1.97 -1.26
H 1.18 0.98 -5.60
H -0.67 -1.28 -3.61
H 1.42 2.95 0.72
H 1.87 -5.28 2.47
H 0.46 2.13 2.77
H -1.02 1.32 4.39
H -1.88 -3.33 -3.21
H 6.63 2.11 0.02
H -0.57 -0.07 5.38
H -1.45 5.07 1.28
H 2.65 -3.19 3.49
H 1.01 -5.26 0.14
H -3.48 0.66 4.28
H -4.45 -0.85 -2.22
H -1.62 5.41 -0.36
```

=====

Computed, not measured: 3 unconnected molecules or ions with the total composition C35H51BrCl3N2O8P at a distorted geometry, with ωB97M-V with the def2-TZVPD basis set.

Properties
Kohn-Sham gap (Eh): 0.2610
Calculated total energy (eV): -173367.9010
M (g/mol): 845.0
SMILES: CCOCCc1cc2c(c(/C(Cl)=C(\C)Cl)c1P(O)Cl)C(=O)c1ccc(Br)c(CC)c1C2=O.COCCNCCOC.COCCNCCOC

```
101
C35H51BrCl3N2O8P ωB97M-V with the def2-TZVPD basis set
Br -7.79 1.85 -0.19
Cl 2.61 5.94 1.71
Cl 4.60 1.39 -3.21
Cl 1.53 2.87 1.53
P 3.36 2.22 -1.72
O 4.05 3.81 -1.47
O -1.95 -4.69 -1.73
O 5.57 -2.82 5.29
O 0.59 -0.45 -3.16
O -3.87 -3.40 2.14
O 4.16 -0.58 1.63
O -1.30 5.69 0.06
O -3.53 4.02 -4.11
N -3.27 -6.06 0.82
N 5.77 0.12 4.09
C 1.61 2.59 -2.28
C 0.75 3.45 -1.27
C -1.46 3.31 -2.83
C -3.03 3.68 -3.02
C -2.41 -6.62 -0.22
C -3.49 -4.60 2.82
C 1.38 4.00 0.11
C -2.47 -3.56 -1.05
C 1.85 5.35 0.16
C -6.86 3.49 -3.60
C -5.21 -3.40 1.68
C 6.29 -0.08 2.73
C 6.55 -0.54 5.14
C -0.73 3.80 -1.53
C -2.56 -5.46 1.95
C -1.67 4.64 -0.52
C 1.70 -0.27 -4.07
C 1.69 6.29 -1.14
C 6.75 -2.06 5.05
C 0.47 -0.81 -0.71
C -3.15 4.03 -0.37
C 5.26 0.33 1.67
C -5.30 2.85 -1.62
C 2.97 -0.06 2.19
C -5.29 3.24 1.04
C 4.69 -2.91 4.18
C -0.63 2.49 -3.83
C -3.88 3.51 -1.66
C 0.87 2.13 -3.55
C -3.87 3.89 0.99
C -5.96 2.30 -2.99
C -1.38 -5.69 -0.89
C 1.62 1.23 -4.63
C -5.99 2.73 -0.24
C 0.84 -1.47 -2.16
H -3.51 -3.74 -0.78
H -2.46 -2.71 -1.74
H -7.90 3.14 -3.93
H 7.20 0.52 2.60
H -1.11 2.13 -4.80
H -1.88 -7.48 0.20
H 0.63 0.33 -0.70
H 4.82 -0.23 4.14
H 2.14 -0.72 1.89
H 2.76 0.94 1.83
H 7.23 -2.38 4.13
H 2.56 6.05 -1.86
H 4.93 1.36 1.81
H -5.32 -4.02 0.79
H 6.05 -0.32 6.08
H 1.07 -1.35 0.11
H 2.59 1.66 -5.04
H -2.14 -6.26 2.57
H 3.01 -0.06 3.28
H 1.50 -0.97 -4.97
H -0.68 -5.24 -0.17
H -5.82 3.12 2.04
H 6.54 -1.13 2.55
H -1.88 -3.30 -0.17
H -0.64 -0.96 -0.43
H 4.27 4.15 -2.38
H -3.35 4.27 1.94
H -7.01 4.26 -2.77
H 5.74 0.27 0.69
H -3.86 -5.35 0.39
H 1.71 7.39 -0.80
H -5.90 -3.74 2.46
H 0.69 6.15 -1.67
H -5.15 2.01 -3.75
H -1.74 -4.82 1.62
H 7.54 -0.06 5.19
H 5.22 -2.97 3.23
H -5.47 -2.38 1.42
H -4.36 -5.17 3.17
H -6.29 4.00 -4.45
H 3.99 -2.07 4.19
H 4.09 -3.82 4.29
H -6.55 1.34 -2.78
H 2.72 -0.57 -3.65
H 0.05 -2.30 -2.32
H 0.91 1.18 -5.55
H 7.44 -2.34 5.86
H -3.07 -7.00 -1.00
H -2.93 -4.29 3.71
H 1.90 -1.88 -2.14
H -0.77 -6.31 -1.55
```

=====

Computed, not measured: a molecular structure, C35H51Cl2PTi at a distorted geometry, with ωB97M-V with the def2-TZVPD basis set.

Properties
Kohn-Sham gap (Eh): 0.1284
Calculated total energy (eV): -94572.0086
M (g/mol): 621.5
Total charge: -2

```
90
C35H51Cl2PTi ωB97M-V with the def2-TZVPD basis set
Ti 0.08 0.58 2.24
Cl -1.67 -0.29 1.15
Cl 1.81 -0.68 1.58
P 0.29 -0.97 -1.97
C 1.42 -3.46 -1.29
C -1.25 -4.77 -1.15
C -0.16 3.32 0.64
C 4.05 0.99 -4.04
C -2.59 0.26 8.28
C 0.00 -5.51 -0.64
C 0.50 4.44 0.03
C -1.72 -0.83 8.26
C 2.17 -0.76 -4.04
C -0.49 0.16 6.42
C 1.24 -1.23 5.12
C -0.22 5.47 -0.55
C 1.92 -0.40 -2.58
C 2.20 1.09 -2.28
C -1.19 -0.18 -2.74
C -2.40 1.99 -3.25
C -1.08 -3.24 -1.18
C 3.66 1.41 -2.61
C -0.66 -0.88 7.33
C -1.07 1.36 -2.82
C -2.97 1.35 -4.53
C -0.56 0.05 4.01
C 1.31 -4.99 -1.25
C -2.99 -0.19 -4.48
C 0.39 0.04 5.15
C -1.65 -0.81 -4.05
C 0.57 2.36 1.43
C 1.35 1.24 4.98
C 3.65 -0.46 -4.36
C 0.18 -2.80 -1.94
C -1.30 1.30 6.51
C -2.38 1.33 7.39
C -2.30 4.26 -0.13
C -1.63 5.40 -0.61
C -1.58 3.23 0.48
H -2.00 -2.78 -1.57
H 2.04 1.27 5.83
H -3.12 1.86 -2.43
H -2.10 -5.02 -0.50
H -1.79 -1.89 -3.92
H 4.31 0.90 -1.89
H 0.05 -5.43 0.46
H 3.55 1.66 -4.75
H 1.66 2.52 1.46
H -0.79 1.76 -1.83
H -2.19 6.23 -1.04
H 0.60 -2.13 5.11
H 0.12 -3.01 -3.03
H 0.30 6.33 -0.96
H -1.87 -1.67 8.94
H 3.84 2.49 -2.48
H 1.84 -1.25 4.20
H -1.50 -0.53 4.13
H -3.06 2.18 7.37
H 2.00 1.30 -1.22
H 1.93 -1.27 5.98
H -2.28 3.07 -3.38
H 2.15 -5.39 -0.67
H -0.10 -6.58 -0.86
H -3.99 1.72 -4.69
H -1.49 -5.13 -2.16
H 3.85 -0.69 -5.42
H -2.10 2.36 0.89
H 1.51 -0.18 -4.70
H 2.62 -0.98 -1.94
H -3.38 4.18 -0.22
H -0.98 -2.89 -0.14
H -3.75 -0.51 -3.75
H 1.96 1.13 4.07
H 2.35 -3.17 -1.80
H -1.97 -0.38 -1.97
H 1.41 -5.38 -2.27
H -2.36 1.66 -5.38
H 1.55 1.73 -2.89
H 1.49 -3.08 -0.26
H 0.81 2.20 4.94
H -0.89 -0.67 -4.83
H 1.98 -1.83 -4.22
H 4.26 -1.15 -3.77
H -1.15 2.11 5.80
H 1.60 4.47 0.09
H -3.30 -0.60 -5.45
H -0.29 1.64 -3.55
H -3.40 0.31 9.00
H 5.13 1.10 -4.17
H -0.02 -1.76 7.31
```

=====

Question: Look up the M of the first one.
Answer: 761.0 g/mol

=====

Question: Which value of M does entry 5 give?
Answer: 621.5 g/mol

=====

Question: The lowest calculated total energy belongs to which entry?
Answer: C35H51BrCl3N2O8P